No. 1
Here is a cluster of 4 separate species, C4H12NO6 in total in a non-equilibrium geometry from the Open Molecules 2025 dataset. Energies are from ωB97M-V/def2-TZVPD.

Its spin multiplicity is 2. The value obtained for the LUMO energy (spin up / spin down) is 6.02 / 6.00 eV. As for the charge: -2. For the max |F|, the calculation gives 2.57 eV/Å. The frontier orbital gap (spin up / spin down) is 2.94 / 6.42 eV.

Positions of all 23 atoms, in Å:
O: -1.90 -0.43 0.38
C: -0.87 -1.13 0.49
O: -0.69 -2.34 0.78
C: 0.46 -0.32 0.21
C: 0.63 -0.04 -1.29
C: 1.69 0.98 -1.67
O: 1.91 1.36 -2.89
N: 0.54 0.88 1.04
H: 1.30 -0.94 0.55
H: -0.32 0.16 -1.77
H: 1.01 -0.96 -1.77
H: 2.34 1.35 -0.86
H: 0.79 0.77 2.00
H: -0.28 1.48 0.96
H: 2.19 3.18 -0.74
H: 0.70 3.33 -0.38
O: 1.48 3.81 -0.64
H: -0.82 -0.68 2.71
H: -2.28 -0.33 2.83
O: -1.52 -0.59 3.37
H: -2.42 -2.82 -1.73
H: -1.64 -3.18 -0.47
O: -2.31 -3.54 -1.10

Mulliken population analysis, charges in e, atoms 1 to 6: -0.68 0.09 -0.84 0.48 -0.53 -0.84

***

No. 2
Here is a structure of composition C3H7N5 in a non-equilibrium geometry from the Open Molecules 2025 dataset. Energies are from ωB97M-V/def2-TZVPD.

The value obtained for the LUMO energy is 0.89 eV. For the max |F|, the calculation gives 4.78 eV/Å. The relative energy (zero: lowest compared OMol25 entry of this formula, charge and spin) is 4.116 eV. The frontier orbital gap is 8.70 eV.

Positions of all 15 atoms, in Å:
C: -1.06 0.74 -0.65
C: 0.34 1.96 0.97
C: 0.78 -2.58 -0.24
N: -0.80 -1.07 -1.12
N: 0.63 -0.37 0.47
N: -1.96 1.38 -1.20
N: -0.09 0.78 0.27
N: 0.16 -1.27 -0.32
H: 0.30 1.80 2.04
H: 1.36 2.22 0.68
H: -0.32 2.78 0.70
H: 0.30 -3.16 0.54
H: 1.83 -2.45 0.00
H: 0.65 -3.08 -1.20
H: -2.13 2.34 -0.94

Mulliken population analysis, charges in e, atoms 1 to 6: 0.52 -0.79 -0.65 -0.82 -1.07 -0.59

***

No. 3
Here is a structure of composition C33H28BrCaF5N6OSe in a non-equilibrium geometry from the Open Molecules 2025 dataset. Energies are from ωB97M-V/def2-TZVPD.

The value obtained for the LUMO energy is -0.66 eV. For the max |F|, the calculation gives 2.86 eV/Å. The relative energy (zero: lowest compared OMol25 entry of this formula, charge and spin) is 1.742 eV. The frontier orbital gap is 5.44 eV.

Positions of all 76 atoms, in Å:
Ca: -0.23 0.00 -0.07
C: -2.52 2.37 0.19
C: -2.93 1.20 1.09
N: -2.61 -0.07 0.47
C: -3.45 -0.40 -0.66
C: -2.82 0.07 -1.94
C: -3.58 0.29 -3.09
C: -2.93 0.66 -4.25
C: -1.55 0.84 -4.22
C: -0.88 0.62 -3.02
C: 0.61 0.80 -2.90
N: 0.98 1.26 -1.57
C: 0.86 2.70 -1.38
C: -0.58 3.10 -1.13
N: -1.10 2.27 -0.06
N: -1.51 0.22 -1.93
H: -2.82 3.31 0.68
H: -3.05 2.30 -0.76
H: -4.01 1.28 1.32
H: -2.36 1.26 2.02
H: -2.64 -0.80 1.18
H: -4.46 0.03 -0.56
H: -3.57 -1.49 -0.72
H: -4.66 0.16 -3.07
H: -3.48 0.83 -5.16
H: -1.02 1.16 -5.10
H: 0.97 1.48 -3.69
H: 1.08 -0.18 -3.06
H: 1.95 1.02 -1.37
H: 1.27 3.26 -2.23
H: 1.45 2.94 -0.48
H: -1.19 2.93 -2.03
H: -0.63 4.18 -0.90
H: -0.59 2.48 0.80
Br: 3.70 0.42 6.36
C: 2.51 0.44 4.88
C: 1.51 1.41 4.83
C: 0.60 1.40 3.81
C: 0.67 0.44 2.76
O: -0.22 0.40 1.85
C: 1.76 -0.49 2.79
C: 2.06 -1.35 1.71
N: 1.54 -1.30 0.53
C: 2.09 -2.08 -0.47
C: 3.44 -2.37 -0.56
C: 3.93 -3.23 -1.54
C: 3.10 -3.78 -2.47
C: 1.74 -3.43 -2.50
C: 0.86 -3.87 -3.50
C: -0.45 -3.46 -3.47
C: -0.87 -2.64 -2.42
N: -0.08 -2.20 -1.47
C: 1.21 -2.57 -1.49
C: 2.63 -0.50 3.90
H: 1.46 2.16 5.61
H: -0.18 2.14 3.77
H: 2.84 -2.09 1.92
H: 4.13 -1.89 0.13
H: 4.99 -3.47 -1.55
H: 3.48 -4.48 -3.21
H: 1.24 -4.51 -4.29
H: -1.14 -3.75 -4.24
H: -1.90 -2.33 -2.38
H: 3.42 -1.24 3.94
F: 5.43 7.39 1.63
C: 5.00 6.13 1.45
C: 4.78 5.63 0.17
F: 5.02 6.41 -0.90
C: 4.31 4.34 0.00
F: 4.06 3.89 -1.25
C: 4.08 3.48 1.08
Se: 3.53 1.72 0.82
C: 4.31 4.01 2.36
F: 4.07 3.25 3.43
C: 4.76 5.31 2.54
F: 4.96 5.79 3.78

Mulliken population analysis, charges in e, atoms 1 to 6: 2.84 -0.92 -1.00 -0.21 -1.35 0.23

***

No. 4
Here is an isolated molecule of C5H7N from the Open Molecules 2025 dataset. Energies are from ωB97M-V/def2-TZVPD.

The value obtained for the LUMO energy is 0.03 eV. For the max |F|, the calculation gives 0.45 eV/Å. The relative energy (zero: lowest compared OMol25 entry of this formula, charge and spin) is 3.769 eV. The SMILES is CC1=C=CNC1. The frontier orbital gap is 7.51 eV.

Positions of all 13 atoms, in Å:
C: 0.00 1.77 -0.65
C: 0.37 0.58 0.16
C: -0.70 -0.27 0.80
N: -0.34 -1.55 0.16
C: 1.50 -0.13 -0.15
C: 1.00 -1.42 -0.13
H: 0.83 1.98 -1.32
H: -0.30 2.67 -0.11
H: -0.87 1.44 -1.25
H: -0.62 -0.39 1.89
H: -1.71 0.07 0.57
H: -0.70 -2.43 0.48
H: 1.52 -2.33 -0.45

Mulliken population analysis, charges in e, atoms 1 to 6: -1.17 0.79 -0.58 -0.22 -0.87 -0.11

***

No. 5
Here is a structure of composition C26H39BrN3O2PdS2Si in a non-equilibrium geometry from the Open Molecules 2025 dataset. Energies are from ωB97M-V/def2-TZVPD.

The value obtained for the LUMO energy is 2.08 eV. As for the charge: -1. For the max |F|, the calculation gives 2.73 eV/Å. The relative energy (zero: lowest compared OMol25 entry of this formula, charge and spin) is 2.195 eV. The frontier orbital gap is 5.29 eV.

Positions of all 75 atoms, in Å:
Pd: 7.91 13.29 11.51
S: 8.83 11.69 12.74
C: 8.24 10.60 11.52
N: 7.20 10.64 10.71
C: 7.04 9.45 9.97
C: 6.06 9.27 8.97
C: 6.19 8.19 8.06
C: 7.30 7.32 8.17
C: 8.22 7.39 9.28
C: 8.15 8.48 10.11
S: 9.16 9.11 11.34
H: 5.24 9.97 8.84
H: 5.51 8.03 7.20
H: 7.62 6.70 7.32
H: 8.87 6.56 9.54
O: 10.36 16.58 5.17
C: 11.01 16.23 6.29
N: 10.08 15.88 7.39
C: 8.85 16.44 7.52
O: 8.38 17.23 6.67
C: 7.98 15.99 8.58
C: 6.55 16.08 8.27
C: 5.70 15.77 9.28
C: 6.26 15.42 10.58
N: 7.54 15.16 10.77
C: 8.45 15.55 9.81
H: 9.53 17.06 5.46
H: 11.59 17.06 6.75
H: 11.62 15.32 6.10
H: 10.55 15.45 8.20
H: 6.18 16.49 7.29
H: 4.65 15.73 9.14
H: 5.56 15.30 11.42
H: 9.48 15.48 10.08
C: 14.97 10.31 10.66
C: 15.43 9.95 9.26
C: 14.58 8.82 8.81
C: 16.90 9.41 9.33
Si: 15.11 11.49 8.09
Br: 13.11 12.40 8.70
C: 16.50 12.81 8.47
C: 16.75 12.97 9.93
C: 17.80 12.44 7.73
C: 16.04 14.10 7.82
C: 15.13 11.07 6.23
C: 13.74 10.39 5.88
C: 15.12 12.23 5.22
C: 16.29 10.17 5.73
H: 15.17 9.42 11.34
H: 13.91 10.53 10.72
H: 15.49 11.18 11.04
H: 14.46 8.06 9.58
H: 15.06 8.25 7.98
H: 13.59 9.17 8.52
H: 16.98 8.65 10.15
H: 17.65 10.25 9.43
H: 17.17 8.88 8.38
H: 17.08 12.06 10.41
H: 15.81 13.33 10.35
H: 17.53 13.70 10.03
H: 18.00 11.32 7.66
H: 18.74 12.82 8.16
H: 17.83 12.80 6.67
H: 15.28 14.60 8.46
H: 15.51 13.96 6.88
H: 16.92 14.73 7.69
H: 12.93 11.18 6.04
H: 13.44 9.49 6.44
H: 13.84 10.15 4.79
H: 14.28 12.79 5.51
H: 14.94 11.87 4.22
H: 16.05 12.78 5.07
H: 16.55 9.40 6.43
H: 17.21 10.77 5.67
H: 16.06 9.65 4.77

Mulliken population analysis, charges in e, atoms 1 to 6: -0.15 -0.53 0.56 -0.49 -0.22 -0.47

***

No. 6
Here is an isolated molecule of C6H6S in a non-equilibrium geometry from the Open Molecules 2025 dataset. Energies are from ωB97M-V/def2-TZVPD.

The value obtained for the LUMO energy (spin up / spin down) is 0.16 / 0.16 eV. For the max |F|, the calculation gives 2.39 eV/Å. The relative energy (zero: lowest compared OMol25 entry of this formula, charge and spin) is 6.776 eV. The frontier orbital gap (spin up / spin down) is 7.89 / 7.89 eV.

Positions of all 13 atoms, in Å:
C: 0.23 0.35 -1.08
C: -0.74 -0.96 0.95
C: 0.51 -1.22 0.79
C: -0.91 1.00 -0.46
C: 1.16 1.34 0.79
C: 1.01 0.09 0.16
S: -0.24 2.34 0.43
H: 0.18 -0.58 -1.67
H: 0.66 1.03 -1.74
H: -1.73 -0.84 1.25
H: 1.05 -2.14 0.87
H: -1.84 1.21 -0.88
H: 1.82 1.42 1.64

Mulliken population analysis, charges in e, atoms 1 to 6: -0.71 -0.33 -0.52 -0.33 -0.37 0.14

***

No. 7
Here is a structure of composition CH16B3CsO from the Open Molecules 2025 dataset. Energies are from ωB97M-V/def2-TZVPD.

The value obtained for the LUMO energy is 3.59 eV. As for the charge: -2. For the max |F|, the calculation gives 0.96 eV/Å. The frontier orbital gap is 5.79 eV.

Positions of all 22 atoms, in Å:
Cs: -0.70 0.32 0.17
B: 0.69 0.41 3.08
H: 0.79 0.16 4.26
H: -0.32 1.00 2.81
H: 1.63 1.10 2.75
H: 0.71 -0.55 2.37
B: 2.50 -0.77 -1.19
H: 1.85 -1.68 -1.70
H: 1.84 0.21 -0.94
H: 2.97 -1.15 -0.14
H: 3.44 -0.43 -1.89
B: -0.33 3.48 -1.00
H: -0.59 3.61 0.17
H: -1.37 3.49 -1.63
H: 0.32 4.46 -1.31
H: 0.39 2.53 -1.13
C: -2.04 -2.94 -0.86
O: -2.65 -1.69 -0.56
H: -2.49 -3.83 -0.42
H: -2.07 -3.10 -1.94
H: -1.01 -2.85 -0.52
H: -3.59 -1.77 -0.39

Mulliken population analysis, charges in e, atoms 1 to 6: 0.67 0.53 -0.26 -0.44 -0.25 -0.39

***

No. 8
Here is the ion C4H14N2O2Si with charge +2 in a non-equilibrium geometry from the Open Molecules 2025 dataset. Energies are from ωB97M-V/def2-TZVPD.

The value obtained for the LUMO energy is -7.02 eV. As for the charge: +2. For the max |F|, the calculation gives 5.72 eV/Å. The relative energy (zero: lowest compared OMol25 entry of this formula, charge and spin) is 0.156 eV. The SMILES is [NH3+][C@@H]1CC[C@H]([NH3+])[Si]1(O)O. The frontier orbital gap is 11.40 eV.

Positions of all 23 atoms, in Å:
C: -0.23 -1.52 0.53
C: 1.11 -0.99 0.06
C: -1.29 -0.60 0.14
C: 1.20 0.38 0.58
N: -2.14 -1.15 -0.95
N: 2.62 0.97 0.24
O: -0.69 1.59 -1.54
O: -0.99 2.31 1.30
Si: -0.46 1.17 -0.04
H: -0.41 -2.51 0.23
H: -0.32 -1.53 1.64
H: 1.90 -1.60 0.22
H: 0.96 -0.98 -0.95
H: -1.96 -0.37 0.97
H: 1.14 0.29 1.59
H: -2.51 -2.13 -0.78
H: -1.50 -1.29 -1.78
H: -2.87 -0.44 -1.28
H: 3.29 0.67 0.96
H: 2.39 1.93 0.47
H: 3.09 0.83 -0.65
H: -0.46 2.42 -2.08
H: -1.87 2.57 1.11

Mulliken population analysis, charges in e, atoms 1 to 6: -1.23 -1.04 -0.21 -0.35 -0.27 -0.26

***

No. 9
Here is a cluster of 2 separate species, C5H6F3N2O in total in a non-equilibrium geometry from the Open Molecules 2025 dataset. Energies are from ωB97M-V/def2-TZVPD.

The value obtained for the LUMO energy is -3.11 eV. As for the charge: +1. For the max |F|, the calculation gives 5.08 eV/Å. The relative energy (zero: lowest compared OMol25 entry of this formula, charge and spin) is 0.000 eV. The frontier orbital gap is 10.62 eV.

Positions of all 17 atoms, in Å:
C: -0.05 -1.80 0.42
C: 0.75 -0.70 0.24
C: -0.16 -1.28 -1.65
C: 1.54 0.08 1.20
C: -1.62 2.78 0.29
N: 0.60 -0.36 -1.08
N: -0.58 -2.20 -0.74
O: -0.97 1.80 0.30
F: -1.82 3.47 -0.76
F: -2.13 3.40 1.32
F: -0.55 -1.28 -2.84
H: -0.41 -2.09 1.38
H: 1.34 -0.20 2.15
H: 2.55 0.03 1.09
H: 1.30 1.13 1.02
H: 1.31 0.22 -1.50
H: -1.11 -2.99 -0.83

Mulliken population analysis, charges in e, atoms 1 to 6: -0.39 0.63 0.22 -1.41 0.67 0.10

***

No. 10
Here is a cluster of 4 separate species, H7O4 in total in a non-equilibrium geometry from the Open Molecules 2025 dataset. Energies are from ωB97M-V/def2-TZVPD.

The value obtained for the LUMO energy is 4.64 eV. As for the charge: -1. For the max |F|, the calculation gives 1.89 eV/Å. The relative energy (zero: lowest compared OMol25 entry of this formula, charge and spin) is 0.437 eV. The frontier orbital gap is 8.87 eV.

Positions of all 11 atoms, in Å:
O: -0.52 -0.11 -0.79
H: -1.17 -0.34 -1.44
O: -2.41 -0.34 1.72
H: -1.57 0.14 1.76
H: -2.45 -0.55 0.79
O: 1.01 1.64 0.65
H: 0.30 1.05 0.29
H: 1.56 1.59 -0.14
O: 1.97 -1.17 -1.23
H: 0.99 -0.97 -1.23
H: 2.29 -0.95 -0.38

Mulliken population analysis, charges in e, atoms 1 to 6: -1.08 0.13 -0.69 0.33 0.33 -0.70

***

No. 11
Here is a structure of composition C46H48N9PS4TeTl in a non-equilibrium geometry from the Open Molecules 2025 dataset. Energies are from ωB97M-V/def2-TZVPD.

The value obtained for the LUMO energy is -3.67 eV. As for the charge: +1. For the max |F|, the calculation gives 1.51 eV/Å. The relative energy (zero: lowest compared OMol25 entry of this formula, charge and spin) is 2.045 eV. The frontier orbital gap is 5.75 eV.

Positions of all 110 atoms, in Å:
Tl: 0.41 -0.62 0.29
C: 3.02 -5.74 0.39
C: 3.45 -4.44 0.95
N: 4.36 -4.27 1.86
N: 4.40 -2.95 2.11
C: 3.49 -2.26 1.38
S: 3.16 -0.64 1.41
N: 2.89 -3.23 0.61
N: 1.90 -2.95 -0.32
H: 3.62 -6.52 0.85
H: 3.16 -5.76 -0.69
H: 1.97 -5.92 0.60
H: 5.06 -2.56 2.76
H: 1.47 -3.81 -0.64
H: 2.28 -2.41 -1.12
C: 2.74 4.79 0.14
C: 2.12 4.46 -1.05
C: 1.03 3.61 -1.04
C: 0.54 3.11 0.17
C: 1.17 3.45 1.37
C: 2.27 4.29 1.34
P: -0.79 1.88 0.09
C: -2.11 2.66 -0.89
C: -3.07 1.82 -1.46
C: -4.07 2.34 -2.25
C: -4.13 3.71 -2.48
C: -3.19 4.55 -1.91
C: -2.18 4.03 -1.12
C: -1.48 1.92 1.79
C: -2.38 2.90 2.13
C: -2.88 3.01 3.43
C: -2.47 2.14 4.40
C: -1.56 1.10 4.10
C: -1.15 0.19 5.09
C: -0.26 -0.81 4.81
C: 0.22 -0.97 3.50
C: -0.18 -0.11 2.52
C: -1.06 0.96 2.77
H: 3.61 5.43 0.13
H: 2.48 4.85 -1.99
H: 0.55 3.32 -1.96
H: 0.80 3.06 2.31
H: 2.76 4.56 2.27
H: -3.02 0.75 -1.28
H: -4.80 1.68 -2.70
H: -4.91 4.12 -3.10
H: -3.24 5.61 -2.08
H: -1.44 4.68 -0.67
H: -2.69 3.62 1.39
H: -3.58 3.80 3.67
H: -2.82 2.24 5.42
H: -1.56 0.30 6.09
H: 0.05 -1.50 5.58
H: 0.91 -1.77 3.30
S: 5.21 4.17 -3.27
C: 4.57 2.76 -2.75
S: 3.02 2.17 -3.38
C: 3.11 0.85 -2.21
N: 4.19 0.85 -1.52
N: 5.01 1.88 -1.81
C: 6.23 1.92 -1.09
C: 6.37 1.03 -0.02
C: 7.55 0.99 0.69
C: 8.60 1.83 0.37
C: 8.45 2.72 -0.68
C: 7.28 2.77 -1.41
S: 1.87 -0.31 -2.09
H: 5.54 0.39 0.24
H: 7.64 0.29 1.51
H: 9.51 1.81 0.94
H: 9.25 3.40 -0.93
H: 7.20 3.48 -2.22
C: -1.33 -0.33 -3.73
Te: -0.82 -1.92 -2.34
C: -2.95 -2.30 -2.48
C: -3.33 -1.81 -3.84
C: -4.43 -2.33 -4.50
C: -4.75 -1.87 -5.77
C: -3.99 -0.88 -6.37
C: -2.89 -0.36 -5.70
C: -2.55 -0.83 -4.44
H: -0.49 -0.17 -4.41
H: -1.52 0.60 -3.19
H: -3.49 -1.78 -1.69
H: -3.14 -3.37 -2.37
H: -5.02 -3.10 -4.03
H: -5.59 -2.30 -6.30
H: -4.23 -0.53 -7.36
H: -2.28 0.40 -6.17
C: -0.91 -4.00 1.31
N: -2.17 -3.55 1.84
C: -3.10 -4.62 2.16
C: -2.61 -2.30 1.52
N: -1.98 -1.60 0.63
N: -3.75 -1.86 2.15
C: -4.41 -0.68 1.65
C: -3.92 -2.05 3.58
H: -0.50 -4.75 2.00
H: -0.23 -3.16 1.24
H: -1.02 -4.44 0.32
H: -3.06 -5.38 1.38
H: -4.11 -4.25 2.22
H: -2.82 -5.08 3.11
H: -2.37 -0.67 0.56
H: -4.51 -0.74 0.56
H: -3.89 0.26 1.90
H: -5.41 -0.64 2.07
H: -3.23 -2.80 3.95
H: -4.95 -2.38 3.79
H: -3.74 -1.11 4.11

Mulliken population analysis, charges in e, atoms 1 to 6: 1.41 -1.38 1.14 -0.89 0.37 -0.23

***

No. 12
Here is an isolated molecule of C7H10 from the Open Molecules 2025 dataset. Energies are from ωB97M-V/def2-TZVPD.

The value obtained for the LUMO energy is 1.12 eV. For the max |F|, the calculation gives 0.66 eV/Å. The relative energy (zero: lowest compared OMol25 entry of this formula, charge and spin) is 2.591 eV. The SMILES is C#CC[C@@H]1C[C@@H]1C. The frontier orbital gap is 10.87 eV.

Positions of all 17 atoms, in Å:
C: 0.07 -1.78 0.01
C: 1.02 -0.71 -0.47
C: 0.74 0.10 -1.70
C: 0.76 0.77 -0.35
C: -0.54 1.39 0.16
C: -1.07 1.00 1.46
C: -1.59 0.68 2.50
H: 0.27 -2.73 -0.51
H: 0.18 -1.96 1.08
H: -0.98 -1.52 -0.18
H: 2.07 -0.97 -0.32
H: 1.53 0.30 -2.42
H: -0.25 -0.03 -2.16
H: 1.64 1.36 -0.12
H: -1.35 1.22 -0.57
H: -0.40 2.48 0.19
H: -2.08 0.42 3.41

Mulliken population analysis, charges in e, atoms 1 to 6: -1.41 0.28 -0.86 0.06 -1.07 -0.43

***

No. 13
Here is an isolated molecule of C4H8O2 from the Open Molecules 2025 dataset. Energies are from ωB97M-V/def2-TZVPD.

The value obtained for the LUMO energy is 0.97 eV. For the max |F|, the calculation gives 0.45 eV/Å. The relative energy (zero: lowest compared OMol25 entry of this formula, charge and spin) is 0.281 eV. The SMILES is CCOC(C)=O. The frontier orbital gap is 11.39 eV.

Positions of all 14 atoms, in Å:
C: -2.03 -0.38 0.52
C: -1.22 0.58 -0.33
O: 0.12 0.69 0.20
C: 1.11 0.16 -0.54
O: 0.95 -0.38 -1.61
C: 2.45 0.30 0.15
H: -1.51 -1.33 0.64
H: -2.23 0.03 1.52
H: -2.99 -0.58 0.03
H: -1.15 0.24 -1.36
H: -1.63 1.59 -0.30
H: 2.46 1.14 0.84
H: 3.22 0.41 -0.61
H: 2.65 -0.62 0.70

Mulliken population analysis, charges in e, atoms 1 to 6: -1.01 -0.27 -0.33 0.77 -0.57 -0.97